# 1
Computed, not measured: a structure of composition C23H19N6O2S2ScSe, with ωB97M-V/def2-TZVPD.

```
54
C23H19N6O2S2ScSe | OMol25 | ωB97M-V/def2-TZVPD
Sc -0.04 -1.04 1.23
C -2.00 -1.56 3.23
C -2.96 -1.63 2.22
C -2.94 -2.68 1.31
C -1.95 -3.66 1.41
C -1.01 -3.60 2.42
C -1.03 -2.55 3.34
H -1.97 -0.72 3.92
H -3.71 -0.85 2.13
H -3.66 -2.73 0.51
H -1.90 -4.44 0.66
H -0.21 -4.33 2.47
H -0.27 -2.44 4.10
S 1.82 -2.66 0.85
C 2.06 -2.19 -0.82
C 3.42 -2.21 -1.29
N 4.52 -2.20 -1.63
C 1.06 -1.78 -1.65
S -0.61 -1.63 -1.16
C 1.38 -1.42 -3.00
N 1.61 -1.13 -4.09
C -3.59 0.95 -1.77
N -2.21 1.36 -1.87
C -1.34 1.50 -0.85
Se -1.73 1.30 0.97
N -0.14 1.81 -1.37
C -0.21 1.80 -2.76
C 0.75 1.99 -3.74
C 0.32 1.89 -5.05
C -1.01 1.63 -5.37
C -1.97 1.44 -4.39
C -1.54 1.53 -3.08
H -3.86 0.89 -0.72
H -3.71 -0.04 -2.23
H -4.24 1.67 -2.27
H 0.68 1.74 -0.80
H 1.79 2.17 -3.49
H 1.04 2.00 -5.85
H -1.30 1.55 -6.41
H -3.00 1.22 -4.65
C 3.48 2.22 1.30
N 2.68 1.57 2.34
C 2.87 1.80 3.69
C 2.12 1.21 4.62
C 1.06 0.27 4.23
O 0.32 -0.28 5.03
N 0.95 0.05 2.86
C 1.71 0.70 1.98
O 1.47 0.44 0.75
H 4.31 2.73 1.79
H 2.88 2.96 0.76
H 3.86 1.48 0.61
H 3.67 2.49 3.92
H 2.28 1.40 5.67
```

## Properties
E_LUMO   -0.14 eV
Energy relative to the best compared isomer or geometry (same formula, charge and spin)   7.0 kcal/mol
Calculated total energy   -5325.6204 Ha
HOMO   -7.6 eV

Here are the natural (NBO) charges for atoms 1 to 6, given in e: 1.30 -0.21 -0.22 -0.20 -0.18 -0.22

---

# 2
Computed, not measured: a structure of composition C20H29FeN5O2S2 in a non-equilibrium geometry, with ωB97M-V/def2-TZVPD.

```
59
C20H29FeN5O2S2 | OMol25 | ωB97M-V/def2-TZVPD
Fe 0.31 -0.13 0.53
C 2.01 2.09 1.59
C 0.84 2.60 2.42
N -0.42 2.19 1.81
C -1.52 2.10 2.75
C -1.40 0.85 3.64
S -0.57 -0.57 2.87
C 1.09 -0.47 3.64
C 2.28 -0.09 2.74
N 1.96 0.62 1.47
H 2.95 2.40 2.04
H 1.96 2.50 0.58
H 0.93 3.69 2.53
H 0.90 2.19 3.43
H -0.66 2.81 1.05
H -2.45 2.04 2.18
H -1.61 2.97 3.41
H -2.39 0.50 3.93
H -0.87 1.06 4.57
H 1.28 -1.45 4.06
H 0.99 0.22 4.47
H 2.81 -1.00 2.46
H 2.98 0.51 3.32
H 2.70 0.35 0.82
C 0.41 2.26 -3.37
C 0.66 1.39 -2.17
N 0.08 1.57 -1.04
O -0.80 2.66 -0.96
C 1.63 0.31 -2.24
C 2.56 0.13 -3.40
N 1.68 -0.44 -1.18
O 2.55 -1.34 -1.05
H -0.67 2.36 -3.55
H 0.86 1.83 -4.26
H 0.83 3.26 -3.24
H -0.61 3.26 -1.70
H 2.99 1.08 -3.73
H 2.06 -0.33 -4.25
H 3.37 -0.53 -3.10
C -2.85 0.67 -0.22
C -2.37 -0.60 -0.84
C -3.20 -1.23 -1.80
C -2.84 -2.43 -2.32
C -1.67 -3.07 -1.85
C -1.30 -4.36 -2.27
C -0.21 -4.97 -1.72
C 0.53 -4.33 -0.71
C 0.21 -3.05 -0.30
S 1.13 -2.25 0.93
C -0.90 -2.39 -0.89
N -1.22 -1.12 -0.45
H -3.74 0.45 0.37
H -3.13 1.40 -0.98
H -2.09 1.10 0.41
H -4.12 -0.74 -2.09
H -3.46 -2.92 -3.06
H -1.89 -4.86 -3.02
H 0.08 -5.97 -2.03
H 1.37 -4.83 -0.25
```

## Properties
Net charge   +1
E_LUMO (spin up / spin down)   -2.91 / -3.86 eV
Energy relative to the best compared isomer or geometry (same formula, charge and spin)   48.5 kcal/mol
Calculated total energy   -3263.5529 Ha
Multiplicity   2
HOMO (spin up / spin down)   -10.0 / -10.0 eV

Here are the natural (NBO) charges for atoms 1 to 6, given in e: 0.87 -0.22 -0.23 -0.67 -0.23 -0.55

---

# 3
Computed, not measured: a structure of composition C21H36NO12V in a non-equilibrium geometry, with ωB97M-V/def2-TZVPD.

```
71
C21H36NO12V | OMol25 | ωB97M-V/def2-TZVPD
O 12.27 -1.08 -23.52
V 12.02 0.40 -23.76
O 12.88 1.24 -22.71
C 7.45 1.45 -22.44
C 7.84 1.50 -23.94
C 6.92 2.44 -24.72
C 7.30 3.92 -24.76
C 8.77 4.00 -25.19
C 9.74 3.28 -24.25
N 9.23 1.92 -24.12
O 10.08 1.05 -23.48
C 9.95 4.06 -22.94
C 11.06 3.22 -25.02
C 7.57 0.12 -24.53
H 7.88 2.19 -21.77
H 7.78 0.50 -22.03
H 6.36 1.51 -22.41
H 5.89 2.51 -24.33
H 6.63 2.04 -25.69
H 7.15 4.27 -23.74
H 6.63 4.42 -25.46
H 9.04 5.05 -25.03
H 8.87 3.86 -26.26
H 10.00 5.15 -23.04
H 10.87 3.76 -22.45
H 9.13 3.80 -22.26
H 11.34 4.18 -25.46
H 10.97 2.46 -25.80
H 11.90 2.93 -24.38
H 7.96 -0.10 -25.52
H 6.53 -0.13 -24.32
H 8.09 -0.66 -23.95
C 16.64 -4.00 -23.93
C 15.44 -4.56 -23.22
C 14.46 -3.58 -22.50
O 13.21 -3.76 -23.11
C 13.30 -4.56 -24.18
O 12.42 -4.86 -24.92
O 14.54 -5.07 -24.24
H 16.43 -3.00 -24.33
H 17.04 -4.59 -24.75
H 17.53 -3.91 -23.30
H 15.67 -5.39 -22.57
H 14.77 -2.53 -22.60
H 14.41 -3.84 -21.45
C 9.45 -3.71 -23.16
C 9.90 -3.38 -21.77
C 10.21 -1.95 -21.32
O 9.77 -1.94 -19.97
C 9.02 -3.01 -19.67
O 8.45 -3.17 -18.65
O 9.05 -3.87 -20.74
H 9.21 -4.78 -23.18
H 10.26 -3.69 -23.88
H 8.62 -3.11 -23.53
H 10.81 -3.98 -21.63
H 9.60 -1.30 -21.95
H 11.27 -1.72 -21.34
C 16.12 0.94 -22.73
C 17.51 0.81 -22.13
C 17.75 -0.56 -21.45
O 19.06 -0.93 -21.93
C 19.45 -0.02 -22.84
O 20.55 -0.03 -23.30
O 18.44 0.77 -23.24
H 16.04 1.85 -23.32
H 15.40 0.90 -21.91
H 15.85 0.14 -23.43
H 17.77 1.67 -21.52
H 16.95 -1.29 -21.42
H 17.92 -0.31 -20.40
```

## Properties
E_LUMO   -2.41 eV
Calculated total energy   -2723.3327 Ha
HOMO   -7.8 eV

Here are the Mulliken charges for atoms 1 to 6, given in e: -0.73 1.55 -0.58 -1.24 1.40 -1.38

---

# 4
Computed, not measured: a structure of composition C14H21BrPtSi in a non-equilibrium geometry, with ωB97M-V/def2-TZVPD.

```
38
C14H21BrPtSi | OMol25 | ωB97M-V/def2-TZVPD
C -1.16 0.49 -1.91
C -0.66 1.66 -1.23
C 0.63 1.42 -0.70
H -1.19 2.59 -1.24
C 0.98 0.06 -0.99
C -0.04 -0.51 -1.86
H 0.13 -1.28 -2.65
H -1.96 0.45 -2.65
H 1.30 2.11 -0.20
H 1.95 -0.41 -0.76
Pt -1.29 -1.00 -0.10
Br -1.47 -2.54 1.93
C -1.96 -3.30 -0.76
C -1.29 -3.25 -1.99
C -1.93 -2.31 -2.83
H -0.56 -4.01 -2.29
C -3.02 -1.73 -2.12
C -3.03 -2.29 -0.80
H -3.87 -2.23 -0.09
H -1.82 -4.12 -0.06
H -1.79 -2.23 -3.91
H -3.83 -1.13 -2.55
C 0.33 0.43 4.70
Si 0.61 0.64 2.78
C 1.60 2.23 2.79
C 1.95 -0.61 2.33
C -0.83 0.51 1.40
H 1.21 0.29 5.36
H -0.33 -0.43 4.83
H -0.20 1.33 5.05
H 2.37 2.28 3.56
H 2.15 2.29 1.85
H 0.98 3.12 2.90
H 1.44 -1.58 2.30
H 2.42 -0.40 1.36
H 2.78 -0.66 3.05
H -1.16 1.54 1.11
H -1.71 0.07 1.92
```

## Properties
E_LUMO (spin up / spin down)   0.34 / -2.47 eV
Energy relative to the best compared isomer or geometry (same formula, charge and spin)   18.5 kcal/mol
Calculated total energy   -3528.6140 Ha
Multiplicity   5
HOMO (spin up / spin down)   -6.4 / -8.1 eV

Here are the natural (NBO) charges for atoms 1 to 6, given in e: -0.38 -0.10 -0.25 0.22 -0.21 -0.35

---

# 5
Computed, not measured: a cluster of 2 separate species, C11H15N in total in a non-equilibrium geometry, with ωB97M-V/def2-TZVPD.

```
27
C11H15N | OMol25 | ωB97M-V/def2-TZVPD
C -2.04 0.77 2.05
C -0.80 0.21 1.48
C 0.43 0.73 1.77
N 1.38 0.10 0.97
C 0.80 -0.86 0.21
C 1.35 -1.82 -0.66
C 0.42 -2.50 -1.49
C -0.92 -2.17 -1.55
C -1.41 -1.28 -0.56
C -0.63 -0.79 0.44
H -2.86 0.95 1.35
H -1.84 1.72 2.58
H -2.58 0.21 2.83
H 0.71 1.56 2.38
H 2.34 0.39 1.00
H 2.20 -2.45 -0.44
H 0.79 -3.41 -1.94
H -1.67 -2.72 -2.09
H -2.50 -1.28 -0.50
C 0.85 2.46 -1.79
C 0.45 3.18 -0.52
H 0.27 1.59 -2.13
H 0.80 3.08 -2.68
H 1.88 2.07 -1.73
H -0.47 3.76 -0.60
H 1.22 3.86 -0.16
H 0.13 2.41 0.18
```

## Properties
E_LUMO   0.91 eV
SMILES   Cc1c[nH]c2ccccc12.CC
Energy relative to the best compared isomer or geometry (same formula, charge and spin)   31.3 kcal/mol
Calculated total energy   -482.8653 Ha
HOMO   -7.8 eV

Here are the natural (NBO) charges for atoms 1 to 6, given in e: -0.63 -0.09 -0.03 -0.53 0.17 -0.29

---

# 6
Computed, not measured: an isolated molecule of C12H13BrN4O4 in a non-equilibrium geometry, with ωB97M-V/def2-TZVPD.

```
34
C12H13BrN4O4 | OMol25 | ωB97M-V/def2-TZVPD
C -2.64 -1.92 1.99
N -1.26 -1.61 1.62
C -0.21 -2.27 2.04
O -0.09 -3.18 2.80
N 0.96 -1.68 1.93
C 0.69 -0.37 1.49
O 1.04 0.43 2.64
C 1.43 -0.01 0.21
N 1.83 1.45 0.21
C 1.91 2.24 -0.92
O 2.37 3.37 -0.85
C 1.24 1.75 -2.15
C 0.97 2.38 -3.30
C 0.29 1.35 -4.13
C 0.18 0.23 -3.36
Br -0.88 -1.16 -4.10
N 0.77 0.42 -2.15
C 0.43 -0.36 -0.90
C -0.97 -0.08 -0.32
C -0.78 -0.30 1.20
O -1.64 0.63 1.89
H -3.02 -2.91 1.70
H -3.37 -1.26 1.52
H -2.68 -1.92 3.10
H 1.70 -1.88 2.59
H 0.48 0.24 3.46
H 2.36 -0.64 0.27
H 1.49 1.97 1.00
H 1.22 3.41 -3.64
H 0.07 1.37 -5.21
H 0.49 -1.41 -1.21
H -1.70 -0.78 -0.60
H -1.29 0.98 -0.53
H -1.40 1.54 1.69
```

## Properties
E_LUMO   0.19 eV
SMILES   CN1C(=O)N[C@@]2(O)[C@@H]3NC(=O)c4ccc(Br)n4[C@@H]3C[C@@]12O
Energy relative to the best compared isomer or geometry (same formula, charge and spin)   42.9 kcal/mol
Calculated total energy   -3559.0484 Ha
HOMO   -8.9 eV

Here are the natural (NBO) charges for atoms 1 to 6, given in e: -0.42 -0.45 0.76 -0.66 -0.62 0.34

---

# 7
Computed, not measured: a structure of composition C10H20FeN2OP in a non-equilibrium geometry, with ωB97M-V/def2-TZVPD.

```
35
C10H20FeN2OP | OMol25 | ωB97M-V/def2-TZVPD
C 0.21 -0.12 -1.94
C -0.92 -0.96 -2.22
C -0.64 -2.24 -1.70
C 0.70 -2.28 -1.24
C 1.22 -0.95 -1.32
Fe 1.07 1.32 1.42
P -0.39 2.81 0.41
H 0.27 0.95 -2.15
H -1.85 -0.66 -2.71
H -1.31 -3.09 -1.72
H 2.21 -0.65 -1.01
H 1.20 -3.15 -0.83
H -1.60 2.96 1.15
H -0.85 2.98 -0.92
H 0.23 4.10 0.64
C -2.36 0.03 3.14
N -1.21 -0.12 4.03
C -1.45 -0.01 5.45
C 0.00 -0.10 3.44
O -0.06 -0.08 2.16
N 1.22 -0.09 4.04
C 1.48 -0.07 5.45
C 2.40 -0.15 3.17
H -3.24 0.09 3.78
H -2.43 -0.84 2.47
H -2.27 0.93 2.51
H -0.90 -0.79 5.98
H -1.15 0.98 5.83
H -2.52 -0.15 5.57
H 1.33 -1.06 5.92
H 2.51 0.23 5.60
H 0.83 0.65 5.96
H 2.34 -0.99 2.47
H 2.59 0.80 2.61
H 3.25 -0.30 3.83
```

## Properties
Net charge   -1
E_LUMO (spin up / spin down)   2.57 / 2.43 eV
Energy relative to the best compared isomer or geometry (same formula, charge and spin)   0.0 kcal/mol
Calculated total energy   -2182.6608 Ha
Multiplicity   5
HOMO (spin up / spin down)   -0.9 / -2.4 eV

Here are the natural (NBO) charges for atoms 1 to 6, given in e: -0.38 -0.37 -0.35 -0.36 -0.39 0.20

---

# 8
Computed, not measured: a structure of composition F6H4N3Na3O14S6 in a non-equilibrium geometry, with ωB97M-V/def2-TZVPD.

```
36
F6H4N3Na3O14S6 | OMol25 | ωB97M-V/def2-TZVPD
Na -2.94 0.72 -2.46
Na 3.30 3.56 -0.45
Na -0.38 -2.25 2.10
N -6.30 -0.85 -0.79
S -6.58 -2.37 -1.35
O -7.35 -3.14 -0.44
O -5.55 -2.97 -2.12
F -7.68 -1.94 -2.41
S -5.02 -1.10 0.09
O -3.74 -0.91 -0.57
O -5.11 -2.10 1.09
F -5.11 0.24 0.96
N 0.45 -0.10 1.17
S -0.69 0.86 0.51
O -1.38 0.26 -0.58
O -0.55 2.27 0.50
F -1.67 0.69 1.74
S 1.61 0.01 0.10
O 2.08 1.33 -0.15
O 1.36 -0.81 -1.04
F 2.75 -0.75 0.83
N 5.18 2.24 -0.87
S 6.08 1.92 0.45
O 7.47 2.06 0.22
O 5.61 0.86 1.26
F 5.60 3.21 1.28
S 5.41 0.88 -1.70
O 4.56 -0.19 -1.32
O 6.68 0.64 -2.25
F 4.59 1.43 -3.00
O 0.63 1.02 3.91
H 0.67 0.44 3.15
H -0.13 1.58 3.75
O -1.24 -2.61 -0.38
H -2.06 -2.15 -0.60
H -0.54 -1.99 -0.61
```

## Properties
E_LUMO   -1.93 eV
Calculated total energy   -4695.3403 Ha
HOMO   -10.0 eV

Here are the natural (NBO) charges for atoms 1 to 6, given in e: 0.99 0.98 0.98 -1.14 2.46 -0.90

---

Which of these has the highest calculated total energy?
C11H15N